one:
Formula: CH3FNOPS
Source: OMol25
Level of theory: wB97M-V/def2-TZVPD

Last column: natural (NBO) charge in e.
Atoms and positions in Å:
C 0.04 0.13 -0.22  0.330
N 0.13 1.24 -0.88  -0.666
O -1.02 -0.67 -0.08  -0.673
F -2.48 0.36 1.81  -0.491
P 1.37 -0.80 0.62  0.322
S -2.63 -0.19 0.12  0.873
H 1.00 1.71 -0.91  0.365
H 1.45 -1.75 -0.44  0.000
H 2.16 -0.04 -0.02  -0.061

Net charge: 0
LUMO (eV): -0.567

two:
Formula: CH3FNOPS
Source: OMol25
Level of theory: wB97M-V/def2-TZVPD

Last column: natural (NBO) charge in e.
Atoms and positions in Å:
C -0.61 0.23 0.16  0.462
N 0.31 0.32 -0.86  -0.832
O -1.06 1.17 0.75  -0.549
F 2.37 1.77 -0.47  -0.494
P -1.14 -1.53 0.48  0.200
S 0.97 1.76 -1.37  0.793
H 0.57 -0.54 -1.34  0.408
H 0.13 -1.93 0.87  -0.006
H -1.55 -1.25 1.78  0.017

Net charge: 0
LUMO (eV): 0.188

In kcal/mol, relative to the most stable structure: one 48.3; two 0.0.

one:
Formula: C4H6IN
Source: OMol25
Level of theory: wB97M-V/def2-TZVPD

Last column: natural (NBO) charge in e.
Atoms and positions in Å:
C 0.83 1.04 0.53  -0.493
C -0.31 -1.40 0.33  -0.073
C 1.22 0.22 -0.66  -0.088
C -0.23 0.61 -0.59  -0.141
N -0.97 -0.57 -0.37  -0.432
I -3.22 -0.11 -0.23  -0.039
H 0.87 0.38 1.41  0.212
H 1.01 2.16 0.80  0.247
H -0.81 -2.49 0.13  0.183
H 0.42 -1.36 1.17  0.196
H 1.90 0.13 -1.41  0.201
H -0.71 1.38 -1.12  0.227

Net charge: 0
LUMO (spin up / spin down) (eV): -0.585 / -1.103

two:
Formula: C4H6IN
Source: OMol25
Level of theory: wB97M-V/def2-TZVPD

Last column: natural (NBO) charge in e.
Atoms and positions in Å:
C 1.25 -1.37 0.68  -0.245
C 0.69 -0.48 -0.02  -0.035
C 0.45 -0.40 1.46  -0.463
C -0.26 0.38 -1.52  -0.161
N -1.37 0.99 -0.92  -0.764
I -1.19 2.52 0.42  0.285
H 1.88 -2.28 0.57  0.225
H -0.38 -0.89 1.88  0.175
H 0.94 0.39 2.00  0.183
H -0.64 -0.29 -2.34  0.228
H 0.41 1.14 -1.85  0.203
H -1.77 0.28 -0.34  0.369

Net charge: 0
LUMO (eV): -0.037

In kcal/mol, relative to the most stable structure: one 19.0; two 0.0.

one:
Formula: C38H55HfNO2P2
Source: OMol25
Level of theory: wB97M-V/def2-TZVPD

Last column: Löwdin charge in e.
Atoms and positions in Å:
Hf 0.15 0.09 0.43  1.548
C -1.51 1.82 1.13  -0.323
C -1.90 1.98 -0.23  -0.236
C -2.21 -0.24 0.32  -0.321
C -1.83 0.47 1.53  -0.356
C -2.25 0.70 -0.75  -0.259
C -1.30 2.91 2.12  -0.032
H -1.05 3.85 1.62  0.073
H -0.49 2.65 2.82  0.090
H -2.20 3.08 2.72  0.115
C -2.03 0.01 2.92  -0.007
H -1.66 0.75 3.65  0.096
H -1.50 -0.94 3.11  0.061
H -3.10 -0.17 3.13  0.108
C -2.76 -1.61 0.27  -0.003
H -3.82 -1.63 -0.02  0.117
H -2.68 -2.08 1.26  0.068
H -2.18 -2.23 -0.44  0.090
C -2.88 0.40 -2.05  -0.014
H -3.95 0.19 -1.91  0.115
H -2.44 -0.50 -2.50  0.098
H -2.79 1.23 -2.76  0.080
C -2.27 3.28 -0.86  -0.014
H -3.33 3.54 -0.66  0.125
H -2.16 3.24 -1.96  0.079
H -1.66 4.11 -0.48  0.079
C 4.92 4.00 -1.56  -0.110
C 4.04 5.00 -1.41  -0.135
C 3.71 6.01 -2.47  -0.165
C 3.56 5.44 -3.91  -0.178
C 2.88 4.11 -3.97  -0.105
C 3.52 2.94 -3.96  -0.161
C 5.01 2.79 -3.82  -0.167
C 5.70 3.75 -2.82  -0.178
H 4.49 6.78 -2.47  0.133
H 4.54 5.43 -4.41  0.112
H 2.76 6.52 -2.22  0.114
H 5.98 4.69 -3.31  0.112
H 5.27 3.41 -0.71  0.082
H 3.70 5.28 -0.41  0.102
H 6.64 3.27 -2.52  0.122
H 5.26 1.76 -3.51  0.108
H 3.00 2.02 -4.25  0.089
H 5.46 2.94 -4.81  0.132
H 2.94 6.16 -4.47  0.122
H 1.79 4.18 -4.16  0.110
P 2.03 1.89 0.31  0.772
C 3.59 2.02 1.19  -0.222
C 1.44 3.60 0.06  -0.223
P 1.03 0.33 -2.03  0.784
C 2.46 1.37 -1.42  -0.476
C 0.20 1.50 -3.15  -0.220
C 1.73 -0.91 -3.15  -0.222
H 3.88 1.03 1.56  0.062
H 3.46 2.68 2.05  0.071
H 4.39 2.41 0.54  0.032
H 2.13 4.18 -0.56  0.018
H 1.36 4.07 1.05  0.067
H 0.46 3.63 -0.41  0.029
H 2.63 -0.53 -3.67  0.065
H 0.97 -1.20 -3.89  0.068
H 2.00 -1.81 -2.58  0.059
H 3.38 0.78 -1.42  0.081
H 2.62 2.26 -2.06  0.023
H -0.48 0.93 -3.79  0.062
H 0.91 2.06 -3.77  0.038
H -0.41 2.22 -2.60  0.027
C -5.20 -5.72 0.36  -0.046
C -4.77 -4.71 1.41  -0.220
C -5.64 -3.67 1.73  -0.065
C -5.35 -2.74 2.74  -0.083
C -4.12 -2.81 3.37  -0.064
C -3.15 -3.74 2.92  -0.230
N -1.84 -3.41 3.23  0.070
C -0.69 -4.24 3.31  -0.224
C -0.64 -5.32 4.20  -0.012
C 0.56 -6.01 4.41  -0.045
C 1.70 -5.59 3.71  -0.060
C 1.65 -4.52 2.81  -0.021
C 0.46 -3.81 2.60  -0.080
C 0.21 -2.91 1.38  -0.480
O -0.26 -3.43 0.37  0.086
O 0.52 -1.62 1.46  -0.191
C -3.49 -4.76 1.99  -0.159
C -2.48 -5.76 1.58  -0.018
H -4.49 -5.73 -0.48  0.084
H -5.28 -6.75 0.74  0.094
H -6.18 -5.45 -0.03  0.079
H -6.59 -3.60 1.19  0.113
H -6.08 -1.99 3.05  0.110
H -3.85 -2.14 4.18  0.107
H -1.74 -2.58 3.81  0.118
H -1.55 -5.60 4.76  0.138
H 0.61 -6.84 5.11  0.119
H 2.65 -6.10 3.86  0.113
H 2.54 -4.23 2.26  0.114
H -1.63 -5.30 1.05  0.084
H -2.08 -6.30 2.45  0.080
H -2.92 -6.51 0.91  0.079

Net charge: +2
LUMO (eV): -7.006

two:
Formula: C38H55HfNO2P2
Source: OMol25
Level of theory: wB97M-V/def2-TZVPD

Last column: Löwdin charge in e.
Atoms and positions in Å:
Hf -0.30 -0.02 0.22  1.533
C -0.98 -2.39 0.71  -0.305
C 0.32 -2.69 0.22  -0.245
C 0.58 -1.21 1.98  -0.293
C -0.86 -1.53 1.85  -0.292
C 1.26 -1.92 0.95  -0.293
C -2.27 -3.02 0.32  -0.024
H -2.22 -3.42 -0.70  0.076
H -3.10 -2.30 0.34  0.080
H -2.55 -3.84 1.00  0.119
C -2.06 -1.18 2.67  -0.021
H -2.99 -1.39 2.13  0.092
H -2.09 -0.11 2.87  0.066
H -2.09 -1.76 3.61  0.094
C 1.38 -0.34 2.88  -0.020
H 1.99 -0.94 3.58  0.114
H 0.76 0.34 3.47  0.065
H 2.08 0.31 2.31  0.102
C 2.75 -1.98 0.87  -0.014
H 3.15 -2.64 1.65  0.121
H 3.20 -0.99 1.03  0.083
H 3.08 -2.34 -0.10  0.077
C 0.66 -3.77 -0.72  -0.007
H 0.88 -4.72 -0.20  0.119
H 1.54 -3.52 -1.31  0.075
H -0.17 -3.97 -1.41  0.078
C -1.87 0.93 -6.82  -0.105
C -1.94 -0.41 -6.83  -0.140
C -1.15 -1.33 -7.70  -0.176
C 0.23 -0.81 -8.17  -0.193
C 1.16 -0.35 -7.08  -0.098
C 1.23 0.87 -6.53  -0.141
C 0.43 2.08 -6.94  -0.183
C -0.93 1.79 -7.61  -0.194
H -1.73 -1.58 -8.61  0.130
H 0.07 -0.05 -8.94  0.101
H -1.01 -2.29 -7.17  0.109
H -0.76 1.41 -8.62  0.101
H -2.63 1.50 -6.27  0.101
H -2.75 -0.90 -6.27  0.097
H -1.43 2.77 -7.76  0.119
H 0.27 2.72 -6.07  0.102
H 2.03 1.09 -5.81  0.087
H 1.02 2.69 -7.66  0.129
H 0.73 -1.65 -8.68  0.119
H 1.91 -1.10 -6.80  0.105
P -1.50 -0.14 -2.16  0.765
C -3.05 0.78 -2.37  -0.235
C -1.63 -1.52 -3.36  -0.219
P 1.39 0.47 -1.78  0.769
C -0.05 0.76 -2.93  -0.474
C 2.32 -0.70 -2.84  -0.220
C 2.48 1.92 -1.70  -0.233
H -3.10 1.58 -1.63  0.052
H -3.89 0.11 -2.18  0.067
H -3.14 1.22 -3.37  0.061
H -1.70 -1.14 -4.39  0.032
H -2.51 -2.13 -3.12  0.063
H -0.75 -2.17 -3.28  0.046
H 2.64 2.36 -2.69  0.069
H 3.44 1.63 -1.26  0.067
H 2.04 2.67 -1.04  0.053
H -0.26 1.83 -3.04  0.076
H 0.17 0.34 -3.92  0.043
H 3.31 -0.90 -2.41  0.063
H 2.43 -0.27 -3.85  0.052
H 1.79 -1.66 -2.93  0.043
C 3.56 0.07 6.87  -0.047
C 2.23 -0.47 6.41  -0.239
C 2.06 -1.85 6.36  -0.063
C 0.83 -2.41 6.00  -0.078
C -0.23 -1.58 5.67  -0.043
C -0.04 -0.17 5.62  -0.223
N -0.98 0.55 4.89  0.049
C -1.31 1.93 4.81  -0.193
C -1.82 2.50 5.98  -0.023
C -2.38 3.77 6.04  -0.040
C -2.37 4.53 4.88  -0.046
C -1.84 4.01 3.70  -0.024
C -1.34 2.71 3.59  -0.049
C -0.68 2.51 2.22  -0.471
O -0.12 3.46 1.70  0.095
O -0.77 1.34 1.57  -0.216
C 1.18 0.40 6.07  -0.184
C 1.35 1.87 6.18  -0.021
H 4.02 0.73 6.12  0.088
H 3.46 0.65 7.80  0.096
H 4.26 -0.75 7.07  0.082
H 2.90 -2.49 6.63  0.113
H 0.70 -3.50 5.99  0.110
H -1.21 -2.00 5.45  0.103
H -1.75 -0.03 4.56  0.095
H -1.79 1.92 6.90  0.131
H -2.80 4.17 6.96  0.123
H -2.78 5.54 4.86  0.114
H -1.80 4.66 2.83  0.120
H 1.24 2.40 5.22  0.090
H 0.61 2.30 6.87  0.087
H 2.34 2.12 6.57  0.074

Net charge: +2
LUMO (eV): -7.060

In kcal/mol, relative to the most stable structure: one 0.0; two 1.3.

one:
Formula: C3H6O2Si
Source: OMol25
Level of theory: wB97M-V/def2-TZVPD

Last column: natural (NBO) charge in e.
Atoms and positions in Å:
C -2.41 -0.47 3.55  -0.227
C -1.73 -0.63 2.57  -0.240
C 0.97 1.36 -1.51  -1.146
O 0.21 -1.49 -0.92  -0.606
O 1.63 -1.43 -0.56  -0.598
Si 1.15 -0.49 -1.80  1.796
H -2.99 -0.30 4.41  0.225
H 1.51 -1.01 -3.10  -0.217
H -1.15 -0.79 1.71  0.241
H 1.31 1.94 -2.37  0.246
H -0.06 1.63 -1.32  0.263
H 1.56 1.68 -0.65  0.265

Net charge: 0
LUMO (eV): 0.329

two:
Formula: C3H6O2Si
Source: OMol25
Level of theory: wB97M-V/def2-TZVPD

Last column: natural (NBO) charge in e.
Atoms and positions in Å:
C -0.59 1.10 -1.32  -0.083
C 0.78 0.45 -0.98  -0.865
C 0.12 -1.57 1.80  -0.454
O -1.44 0.70 -0.09  -0.887
O 0.30 -0.09 2.09  -0.877
Si -0.22 -0.18 0.54  1.923
H -0.53 2.17 -1.34  0.198
H -1.19 0.58 -2.20  0.199
H 1.07 -0.20 -1.68  0.228
H 1.52 1.14 -0.83  0.235
H 0.94 -2.12 1.67  0.182
H -0.75 -1.97 2.33  0.201

Net charge: 0
LUMO (eV): 0.807

In kcal/mol, relative to the most stable structure: one 73.2; two 0.0.

one:
Formula: C5H11N
Source: OMol25
Level of theory: wB97M-V/def2-TZVPD

Last column: natural (NBO) charge in e.
Atoms and positions in Å:
C 0.94 -0.45 -1.66  -0.729
N 0.98 0.09 -0.28  -0.464
C 0.52 -0.99 0.68  -0.410
C -0.92 -0.59 1.00  -0.627
C -1.02 0.92 0.92  -0.488
C 0.10 1.29 -0.11  -0.291
H 0.34 -0.07 -2.49  0.177
H 0.57 -1.48 -1.71  0.169
H 1.99 -0.49 -2.01  0.169
H 0.58 -2.02 0.34  0.200
H 1.11 -0.68 1.56  0.174
H -1.18 -0.96 2.00  0.195
H -1.56 -0.96 0.17  0.187
H -0.94 1.45 1.86  0.189
H -1.94 1.17 0.39  0.191
H -0.37 1.74 -0.99  0.187
H 0.78 2.02 0.34  0.172

2S+1: 2
Net charge: -1
LUMO (spin up / spin down) (eV): 4.475 / 4.401

two:
Formula: C5H11N
Source: OMol25
Level of theory: wB97M-V/def2-TZVPD

Last column: natural (NBO) charge in e.
Atoms and positions in Å:
C -1.62 0.83 -0.57  -0.907
C -1.30 0.11 0.76  -0.432
C -0.16 -0.89 0.62  -0.562
C 1.10 -0.30 0.05  0.116
C 1.77 0.74 0.54  -0.615
N 1.62 -1.04 -1.04  -0.938
H -2.34 0.23 -1.12  0.181
H -0.73 0.82 -1.19  0.198
H -1.90 1.86 -0.40  0.194
H -1.12 0.74 1.64  0.182
H -2.22 -0.44 1.01  0.185
H 0.15 -1.40 1.53  0.209
H -0.48 -1.73 -0.01  0.193
H 1.47 1.18 1.48  0.187
H 2.58 1.17 -0.04  0.183
H 0.88 -1.38 -1.66  0.297
H 2.30 -0.51 -1.58  0.330

2S+1: 2
Net charge: -1
LUMO (spin up / spin down) (eV): 4.449 / 4.304

three:
Formula: C5H11N
Source: OMol25
Level of theory: wB97M-V/def2-TZVPD

Last column: natural (NBO) charge in e.
Atoms and positions in Å:
C 2.57 -0.71 -0.24  -0.485
N 1.88 0.28 0.62  -0.372
C 0.49 0.45 0.31  -0.318
C -0.43 -0.67 0.69  -0.423
C -1.86 -0.22 0.22  -0.559
C -2.04 0.94 -0.73  -0.914
H 2.38 -0.55 -1.31  0.173
H 3.66 -0.53 -0.01  0.180
H 2.21 -1.73 0.03  0.184
H 0.36 0.71 -0.74  0.220
H 0.32 1.47 0.87  0.195
H -0.19 -1.60 0.09  0.175
H -0.35 -0.74 1.89  0.183
H -1.56 0.97 0.67  0.276
H -2.70 -0.86 0.19  0.188
H -2.49 1.86 -0.79  0.165
H -2.27 0.94 -1.74  0.131

2S+1: 2
Net charge: -1
LUMO (spin up / spin down) (eV): 4.262 / 3.898

In kcal/mol, relative to the most stable structure: one 19.1; two 0.0; three 139.9.